No. 1
Entry from the Open Molecules 2025 dataset: 2 unconnected molecules or ions with the total composition C11H10N3O4 in a non-equilibrium geometry (ωB97M-V with the def2-TZVPD basis set).

Cartesian coordinates (Å):
O1 3.06150 0.84479 -2.15839
C1 0.99404 0.44747 0.82719
H1 -0.35033 2.10319 -3.29779
C2 -3.89852 -2.39164 1.53091
O2 3.12625 1.94926 0.75678
C3 -2.57376 -0.32877 1.71204
C4 -0.22064 -0.30256 1.05622
C5 2.24339 -0.11147 0.70401
O3 4.53170 0.26414 0.56596
C6 -1.38324 0.35738 1.54002
C7 -2.64924 -1.69638 1.39560
N1 -4.91900 -2.95769 1.64042
O4 1.77980 2.63602 -2.40476
H2 0.58432 -2.22185 0.44421
N2 3.36708 0.71564 0.67186
C8 0.76359 0.71540 -2.15544
H3 0.91980 1.53228 0.93373
C9 -1.50858 -2.36970 0.94098
C10 -0.30401 -1.69274 0.78940
H4 -3.45975 0.18411 2.09856
H5 0.78287 -0.36464 -2.05030
H6 -0.60490 2.17782 -1.54201
H7 -1.31047 1.42162 1.78139
H8 -1.30252 0.83293 -2.47213
N3 1.92840 1.38208 -2.23490
H9 -1.57354 -3.43593 0.71377
H10 2.41154 -1.18389 0.59884
C11 -0.43580 1.49316 -2.38618

The gap between HOMO and LUMO is 4.732 eV. The relative energy (zero: lowest compared OMol25 entry of this formula, charge and spin) is 0.0 kcal per mole. The net charge is -1. The HOMO energy comes out at -3.357 eV.

=====

No. 2
Entry from the Open Molecules 2025 dataset: 2 unconnected molecules or ions with the total composition C6H8N2O in a non-equilibrium geometry (ωB97M-V with the def2-TZVPD basis set).

Cartesian coordinates (Å):
H1 -3.72273 -0.65517 0.64884
H2 3.68013 -0.88427 -0.22545
C1 -0.32726 1.85813 0.36293
H3 -2.22293 -2.01785 -1.12794
H4 1.32818 -1.05210 1.06184
H5 3.16020 0.66684 -0.24856
H6 0.01685 -0.34397 -1.43585
H7 2.13601 -0.57654 -0.94900
N1 -1.05428 0.70281 0.08859
H8 -0.97958 2.44993 1.11600
O1 0.70908 2.08863 -0.18918
C2 -1.92137 -1.16380 -0.61985
N2 -2.11252 0.54667 0.77478
C3 2.73378 -0.35005 -0.09749
C4 -2.75194 -0.46623 0.32359
C5 2.16945 -0.44805 1.25971
C6 -0.84106 -0.35498 -0.74295

The gap between HOMO and LUMO is 8.586 eV. The relative energy (zero: lowest compared OMol25 entry of this formula, charge and spin) is 128.9 kcal per mole. The HOMO energy comes out at -8.848 eV.

=====

No. 3
Entry from the Open Molecules 2025 dataset: 8 unconnected molecules or ions with the total composition C15H27N12O15 in a non-equilibrium geometry (ωB97M-V with the def2-TZVPD basis set).

Cartesian coordinates (Å):
O1 -2.40820 4.37762 -1.96117
H1 4.87914 3.41422 -4.21297
C1 5.16977 2.50304 -3.69315
O2 -5.37432 3.23062 1.39574
H2 0.41218 -2.93124 1.24544
O3 7.14080 1.43907 -4.28139
N1 -5.61341 -1.21226 2.59864
C2 2.45021 -2.75179 2.20882
H3 4.70800 -3.32963 1.92029
N2 -1.28633 4.84563 -1.86565
C3 4.47432 -3.84323 -2.51006
H4 3.08811 -0.94255 0.30082
H5 4.37199 -4.72697 -3.13513
H6 5.37832 -3.29245 -2.76526
C4 -0.44819 4.38457 -0.72831
N3 2.93963 1.32338 -0.94662
N4 -1.09242 0.10614 1.55674
O4 -2.23479 -4.81884 3.22553
H7 -0.19757 5.25808 -0.12815
N5 -5.86757 2.59923 2.31784
C5 -0.45328 -6.04095 4.03759
H8 5.76098 2.73541 -2.80964
C6 -7.26046 2.11390 2.12952
O5 -0.41243 -3.74399 3.70093
N6 0.56868 1.18861 0.13509
H9 -3.88446 -2.15039 3.30936
O6 5.47763 1.35563 -5.67100
H10 -0.80410 3.80995 -4.62569
C7 1.00754 -2.20259 1.88917
H11 0.45535 -1.98182 2.85142
H12 -5.34767 -2.41379 4.30778
C8 -2.76397 2.04570 0.83102
H13 -7.56739 1.57361 3.02187
C9 1.87039 0.73262 -0.15578
N7 2.16874 -0.50801 0.43275
O7 1.33844 1.57775 -5.40475
H14 0.56407 -5.83741 4.36358
H15 -1.02846 2.53470 -5.86352
H16 -4.52450 -0.82303 4.34078
C10 -4.77666 -1.68991 3.73132
H17 -1.04616 -6.44933 4.85422
H18 4.29916 1.90372 -3.42917
C11 3.66058 -2.98022 2.14731
O8 4.53442 2.04498 0.76790
O9 -6.73395 -1.67357 2.49742
C12 3.83654 1.67306 -0.09670
C13 0.12459 0.10210 0.98615
H19 0.21545 3.81066 -6.09828
H20 -1.01622 3.66583 -0.14332
N8 4.59601 -4.27216 -1.09067
N9 1.08307 -0.91035 1.13366
H21 -7.26518 1.45734 1.26104
C14 -0.31214 3.19238 -5.37411
O10 0.81198 2.44366 -3.48774
H22 0.44429 3.92171 -1.14604
N10 0.69743 2.33236 -4.69913
O11 -0.78824 5.66009 -2.62256
O12 4.56482 -5.46250 -0.86126
O13 -5.11176 -0.38778 1.85058
H23 -3.70962 2.50970 0.37202
H24 -7.89271 2.98586 1.96991
H25 -1.36368 -0.66591 2.16959
N11 6.00079 1.69773 -4.62730
H26 3.59120 -3.21103 -2.58787
O14 4.71988 -3.38708 -0.25193
H27 -0.45690 -6.70602 3.17557
C15 -1.95358 1.22319 1.24531
N12 -1.08742 -4.76195 3.61954
O15 -5.32082 2.33490 3.37206

The gap between HOMO and LUMO is 9.297 eV. The net charge is +1. The HOMO energy comes out at -12.391 eV.

=====

No. 4
Entry from the Open Molecules 2025 dataset: 2 unconnected molecules or ions with the total composition C2H9N2O in a non-equilibrium geometry (ωB97M-V with the def2-TZVPD basis set).

Cartesian coordinates (Å):
H1 3.31082 2.71993 -5.62154
H2 1.54745 -0.74107 2.31714
H3 -2.67235 -0.40713 -0.19405
H4 0.51541 0.38573 3.06238
N1 -1.54213 -0.54588 1.56172
H5 4.48582 2.32253 -4.68460
C1 -0.26777 -0.79937 1.51144
C2 -2.54866 -1.07754 0.64595
H6 -2.35912 -2.09656 0.33551
H7 -1.87877 0.17916 2.18933
H8 -3.50667 -1.11099 1.16477
N2 0.63897 -0.28487 2.30734
O1 4.21731 2.96392 -5.36527
H9 0.05968 -1.50786 0.76988

The gap between HOMO and LUMO is 9.344 eV. The relative energy (zero: lowest compared OMol25 entry of this formula, charge and spin) is 27.1 kcal per mole. The net charge is +1. The HOMO energy comes out at -13.133 eV.

=====

No. 5
Entry from the Open Molecules 2025 dataset: 2 unconnected molecules or ions with the total composition C2H5IN2 in a non-equilibrium geometry (ωB97M-V with the def2-TZVPD basis set).

Cartesian coordinates (Å):
I1 0.06379 0.81946 2.28413
N1 -1.40396 1.41223 -1.73371
H1 -0.92947 2.24329 -2.04445
H2 -0.07881 -1.56573 0.20818
C1 1.30953 -0.62909 1.42337
N2 -1.10963 0.39598 -1.23404
H3 2.25300 -0.54939 1.72376
C2 0.93900 -1.52468 0.54269
H4 -2.47267 1.84026 -1.46174
H5 1.42922 -2.44234 0.29181

The gap between HOMO and LUMO is 8.702 eV. The relative energy (zero: lowest compared OMol25 entry of this formula, charge and spin) is 70.2 kcal per mole. The HOMO energy comes out at -8.185 eV.

=====

Repeat the fourth record exactly.
Entry from the Open Molecules 2025 dataset: 2 unconnected molecules or ions with the total composition C2H9N2O in a non-equilibrium geometry (ωB97M-V with the def2-TZVPD basis set).

Cartesian coordinates (Å):
H1 3.31082 2.71993 -5.62154
H2 1.54745 -0.74107 2.31714
H3 -2.67235 -0.40713 -0.19405
H4 0.51541 0.38573 3.06238
N1 -1.54213 -0.54588 1.56172
H5 4.48582 2.32253 -4.68460
C1 -0.26777 -0.79937 1.51144
C2 -2.54866 -1.07754 0.64595
H6 -2.35912 -2.09656 0.33551
H7 -1.87877 0.17916 2.18933
H8 -3.50667 -1.11099 1.16477
N2 0.63897 -0.28487 2.30734
O1 4.21731 2.96392 -5.36527
H9 0.05968 -1.50786 0.76988

The gap between HOMO and LUMO is 9.344 eV. The relative energy (zero: lowest compared OMol25 entry of this formula, charge and spin) is 27.1 kcal per mole. The net charge is +1. The HOMO energy comes out at -13.133 eV.